Record 1
Computed, not measured: an isolated molecule of C16H24N2O4, with the ωB97M-V functional and the def2-TZVPD basis.

The calculation puts the relative energy (zero: lowest compared OMol25 entry of this formula, charge and spin) at 158.4 kJ/mol. The structure (SMILES) is CCCC(O)(CCC)C(=O)NN(C(=O)OC)c1ccccc1. As for the HOMO energy: -0.320 hartree.

Cartesian coordinates (Å):
C  1.143  0.807  4.355
C  0.416  1.167  3.063
C  -0.653  0.149  2.651
C  -0.226  -0.919  1.616
O  -1.397  -1.693  1.393
C  0.956  -1.760  2.120
C  1.171  -3.096  1.402
C  1.400  -2.962  -0.099
C  0.160  -0.139  0.348
O  1.249  0.352  0.165
N  -0.873  -0.038  -0.535
N  -0.889  0.917  -1.546
C  -1.005  2.240  -1.200
O  -0.918  3.166  -1.960
O  -1.280  2.352  0.118
C  -1.355  3.678  0.615
C  -0.585  0.500  -2.865
C  0.314  -0.539  -3.069
C  0.590  -0.971  -4.353
C  -0.020  -0.366  -5.438
C  -0.910  0.675  -5.233
C  -1.204  1.106  -3.952
H  0.432  0.677  5.169
H  1.718  -0.108  4.249
H  1.829  1.606  4.628
H  1.140  1.290  2.258
H  -0.072  2.133  3.209
H  -1.022  -0.387  3.528
H  -1.504  0.672  2.210
H  -1.143  -2.514  0.958
H  0.802  -1.969  3.180
H  1.852  -1.148  2.008
H  2.051  -3.563  1.850
H  0.329  -3.770  1.594
H  1.691  -3.922  -0.523
H  2.193  -2.244  -0.294
H  0.501  -2.628  -0.614
H  -1.778  -0.364  -0.206
H  -1.865  4.324  -0.102
H  -1.910  3.624  1.548
H  -0.350  4.066  0.794
H  0.811  -0.991  -2.225
H  1.293  -1.777  -4.504
H  0.201  -0.701  -6.441
H  -1.387  1.153  -6.076
H  -1.894  1.918  -3.794



Record 2
Computed, not measured: a cluster of 3 separate species, C15H39NO13P2S in total in a non-equilibrium geometry, with the ωB97M-V functional and the def2-TZVPD basis.

As for the HOMO energy: -0.357 hartree.

Cartesian coordinates (Å):
C  4.258  2.261  3.079
N  4.277  0.848  2.674
C  3.155  0.497  1.838
O  3.489  0.726  0.430
S  2.394  1.661  -0.330
O  2.551  1.381  -1.729
O  2.739  3.262  -0.075
C  3.970  3.722  -0.610
O  5.066  3.161  0.072
O  6.055  2.821  -0.896
H  3.705  2.347  4.014
H  5.271  2.649  3.158
H  3.751  2.907  2.353
H  5.086  0.658  2.093
H  2.293  1.080  2.168
H  2.955  -0.569  1.931
H  3.996  4.802  -0.438
H  4.050  3.561  -1.686
H  6.237  1.893  -0.687
O  -0.353  -3.839  -4.222
P  0.391  -3.548  -2.978
O  1.489  -4.744  -2.814
C  2.373  -5.041  -3.889
C  3.511  -4.041  -3.976
O  -0.656  -3.971  -1.812
C  -2.033  -4.212  -2.094
C  -2.292  -5.693  -2.277
O  1.096  -2.499  -1.949
C  1.664  -1.257  -2.419
C  0.859  -0.611  -3.526
H  1.826  -5.088  -4.835
H  2.773  -6.037  -3.694
H  3.141  -3.060  -4.292
H  4.259  -4.366  -4.701
H  3.990  -3.918  -3.004
H  -2.360  -3.642  -2.963
H  -2.598  -3.843  -1.236
H  -1.653  -6.111  -3.055
H  -3.335  -5.873  -2.543
H  -2.069  -6.232  -1.355
H  2.696  -1.427  -2.735
H  1.700  -0.589  -1.573
H  0.889  -1.215  -4.440
H  1.261  0.372  -3.762
H  -0.188  -0.507  -3.233
O  -2.134  1.991  3.103
P  -3.328  2.005  2.230
O  -3.975  0.515  2.311
C  -4.274  -0.059  3.580
C  -5.557  0.502  4.164
O  -2.696  1.954  0.737
C  -1.308  2.190  0.508
C  -0.545  0.886  0.419
O  -4.651  2.756  1.627
C  -5.368  3.734  2.399
C  -4.467  4.619  3.235
H  -3.439  0.083  4.271
H  -4.383  -1.131  3.415
H  -5.425  1.551  4.450
H  -5.852  -0.052  5.055
H  -6.365  0.455  3.434
H  -0.891  2.842  1.276
H  -1.234  2.725  -0.442
H  -0.697  0.276  1.312
H  0.539  1.083  0.294
H  -0.898  0.295  -0.430
H  -6.108  3.230  3.027
H  -5.921  4.345  1.686
H  -3.977  4.045  4.030
H  -5.042  5.415  3.707
H  -3.684  5.066  2.619



Record 3
Computed, not measured: the ion C3H7N4O with charge +1 in a non-equilibrium geometry, with the ωB97M-V functional and the def2-TZVPD basis.

The calculation puts the relative energy (zero: lowest compared OMol25 entry of this formula, charge and spin) at 207.4 kJ/mol. The structure (SMILES) is Nc1cn(O)c(=[NH2+])[nH]1. As for the HOMO energy: -0.441 hartree. The charge is +1.

Cartesian coordinates (Å):
N  2.425  -0.298  0.162
C  1.113  -0.277  0.077
C  0.210  -1.275  0.025
N  -1.022  -0.735  0.083
O  -2.121  -1.532  -0.003
C  -1.041  0.560  0.148
N  -1.973  1.458  0.074
N  0.371  0.941  0.126
H  2.765  -1.197  0.010
H  3.098  0.511  0.378
H  0.337  -2.388  0.085
H  -1.780  -2.412  -0.227
H  -2.985  1.226  -0.064
H  -1.640  2.332  -0.099
H  0.655  1.773  0.535



Record 4
Computed, not measured: the ion C4H3O3 with charge -1 in a non-equilibrium geometry, with the ωB97M-V functional and the def2-TZVPD basis.

The calculation puts the relative energy (zero: lowest compared OMol25 entry of this formula, charge and spin) at 232.8 kJ/mol. The structure (SMILES) is O=C([O-])C=C=CO. As for the HOMO energy: -0.098 hartree. The charge is -1.

Cartesian coordinates (Å):
O  -1.908  -1.329  -0.104
C  -2.184  -0.264  0.258
O  -2.785  0.531  0.866
C  -0.954  0.869  -0.237
C  0.128  0.274  0.041
C  0.682  -0.779  0.592
O  1.182  -1.919  -0.127
H  -1.111  1.902  -0.516
H  0.847  -0.767  1.623
H  0.390  -2.414  -0.386



Record 5
Computed, not measured: a cluster of 15 separate species, C13H56FN27O13 in total in a non-equilibrium geometry, with the ωB97M-V functional and the def2-TZVPD basis.

As for the HOMO energy: -0.316 hartree.

Cartesian coordinates (Å):
N  -0.327  -2.265  -0.534
H  -0.613  -2.580  0.382
H  -1.163  -2.214  -1.098
H  0.354  -2.905  -0.918
H  0.028  -1.341  -0.332
F  0.365  0.419  0.108
C  5.755  0.987  2.528
O  4.956  0.094  2.716
N  6.932  1.223  3.121
N  5.562  1.792  1.523
H  7.376  2.101  2.894
H  7.227  0.520  3.783
H  4.658  1.770  1.071
H  6.220  2.555  1.456
C  1.902  3.685  0.236
O  2.207  4.887  0.062
N  2.089  2.926  1.305
N  1.209  2.986  -0.580
H  2.628  3.349  2.047
H  1.738  1.980  1.332
H  0.736  3.326  -1.405
H  1.122  2.019  -0.302
C  3.888  -0.189  -0.932
O  5.113  -0.167  -0.953
N  3.185  -0.179  0.129
N  3.252  -0.210  -2.008
H  2.195  0.015  0.069
H  3.640  0.060  0.998
H  3.761  -0.179  -2.880
H  2.268  0.016  -1.979
C  -3.881  1.247  3.485
O  -3.625  0.364  2.730
N  -3.712  2.484  3.221
N  -4.504  1.140  4.578
H  -3.349  2.638  2.292
H  -3.789  3.243  3.883
H  -4.579  0.160  4.807
H  -4.948  1.889  5.090
C  2.551  -4.150  -1.792
O  1.783  -4.028  -0.826
N  2.514  -3.337  -2.786
N  3.438  -5.044  -1.787
H  3.416  -3.082  -3.161
H  1.689  -2.754  -2.748
H  3.347  -5.691  -1.017
H  4.235  -4.949  -2.400
C  -0.293  -1.176  -3.942
O  0.058  -2.031  -3.191
N  -0.823  -1.400  -5.123
N  -0.500  0.104  -3.649
H  -0.527  -2.303  -5.466
H  -1.053  -0.597  -5.691
H  -0.523  0.387  -2.680
H  -0.878  0.647  -4.412
C  -2.712  2.068  -0.873
O  -3.922  2.110  -1.130
N  -1.686  2.438  -1.605
N  -2.281  1.368  0.121
H  -0.769  2.323  -1.198
H  -1.880  3.033  -2.398
H  -1.363  0.949  0.087
H  -2.957  0.822  0.636
C  -1.301  4.634  1.857
O  -2.491  4.889  2.044
N  -0.376  5.566  1.663
N  -0.765  3.489  2.166
H  0.608  5.479  1.453
H  -0.749  6.501  1.588
H  0.235  3.371  2.091
H  -1.330  2.753  2.565
C  0.441  0.059  3.499
O  0.382  -0.296  4.656
N  1.472  -0.170  2.755
N  -0.549  0.486  2.796
H  2.261  -0.611  3.206
H  1.440  -0.032  1.756
H  -1.330  0.169  3.353
H  -0.585  0.482  1.787
C  -4.035  -2.039  -2.295
O  -3.052  -2.427  -1.785
N  -4.198  -1.505  -3.452
N  -5.196  -2.272  -1.802
H  -5.127  -1.471  -3.846
H  -3.441  -1.252  -4.072
H  -5.177  -2.670  -0.874
H  -5.986  -1.846  -2.265
C  -5.394  -2.385  1.717
O  -6.056  -3.190  1.129
N  -5.780  -1.229  2.011
N  -4.124  -2.401  1.902
H  -5.143  -0.532  2.367
H  -6.724  -0.927  2.207
H  -3.685  -3.197  1.462
H  -3.605  -1.650  2.333
C  -0.421  -4.053  2.525
O  -0.817  -3.068  1.938
N  -1.016  -4.425  3.622
N  0.243  -5.106  2.029
H  -0.802  -5.344  3.984
H  -1.650  -3.766  4.049
H  0.684  -5.032  1.123
H  0.132  -5.993  2.499
C  3.470  1.754  -4.909
O  4.011  0.833  -4.423
N  2.257  2.167  -4.595
N  4.141  2.543  -5.719
H  1.670  1.471  -4.158
H  1.906  3.048  -4.941
H  3.750  3.472  -5.793
H  5.062  2.370  -6.096



Record 6
Computed, not measured: a structure of composition C31H39N4O5PReS2, with the ωB97M-V functional and the def2-TZVPD basis.

The calculation puts the relative energy (zero: lowest compared OMol25 entry of this formula, charge and spin) at 61.9 kJ/mol. As for the HOMO energy (spin up / spin down): -0.280 / -0.276 hartree. Its expectation value of S² is 0.761. As for the spin multiplicity: 2.

Cartesian coordinates (Å):
Re  0.093  0.562  0.033
N  -3.678  0.726  3.605
C  -2.389  0.579  3.175
S  -1.046  1.040  4.206
N  -2.102  0.181  1.994
N  -0.725  0.293  1.729
C  -0.023  0.085  3.004
C  1.432  0.428  3.146
C  2.016  0.137  4.382
C  3.310  0.512  4.686
C  4.045  1.208  3.728
C  3.501  1.470  2.491
C  2.200  1.057  2.159
O  1.786  1.269  0.922
H  -3.842  0.592  4.588
H  -4.369  0.313  2.996
H  -0.192  -0.963  3.275
H  1.419  -0.378  5.129
H  3.733  0.284  5.655
H  5.054  1.535  3.950
H  4.069  1.980  1.722
C  7.488  -0.270  1.519
C  6.166  -0.328  0.806
C  5.924  0.443  -0.326
C  4.700  0.392  -0.978
C  3.700  -0.422  -0.470
C  3.917  -1.203  0.655
C  5.151  -1.155  1.279
S  2.193  -0.599  -1.370
O  1.179  -1.171  -0.365
O  2.503  -1.477  -2.456
N  1.405  0.693  -1.704
C  1.765  2.041  -2.068
C  0.795  3.002  -1.361
O  0.784  4.177  -1.608
O  -0.034  2.441  -0.481
H  8.155  0.460  1.062
H  7.985  -1.242  1.500
H  7.349  0.004  2.566
H  6.704  1.087  -0.712
H  4.546  0.968  -1.881
H  3.125  -1.828  1.044
H  5.318  -1.753  2.166
H  1.674  2.215  -3.141
H  2.770  2.333  -1.755
C  -3.126  -1.711  -3.335
C  -1.853  -0.969  -2.906
C  -1.421  0.022  -3.991
C  -0.760  -2.036  -2.802
P  -2.017  -0.094  -1.231
C  -2.833  -1.430  -0.265
C  -1.985  -2.380  0.305
C  -2.486  -3.432  1.056
C  -3.852  -3.548  1.267
C  -4.707  -2.611  0.708
C  -4.202  -1.568  -0.057
C  -3.239  1.349  -1.447
C  -2.544  2.563  -2.093
C  -3.708  1.816  -0.063
C  -4.467  1.055  -2.323
H  -2.933  -2.159  -4.313
H  -4.003  -1.081  -3.433
H  -3.360  -2.521  -2.643
H  -1.120  -0.543  -4.877
H  -0.559  0.611  -3.669
H  -2.223  0.696  -4.288
H  -0.764  -2.610  -3.733
H  -0.932  -2.739  -1.989
H  0.227  -1.605  -2.702
H  -0.912  -2.293  0.182
H  -1.804  -4.154  1.486
H  -4.247  -4.363  1.860
H  -5.776  -2.691  0.859
H  -4.898  -0.856  -0.469
H  -1.832  3.026  -1.422
H  -3.320  3.301  -2.314
H  -2.042  2.331  -3.029
H  -2.868  2.136  0.551
H  -4.250  1.048  0.486
H  -4.370  2.674  -0.206
H  -4.195  0.954  -3.373
H  -5.132  1.919  -2.247
H  -5.039  0.177  -2.036



Record 7
Computed, not measured: a structure of composition C3H6AsCl6F6NiO4PY in a non-equilibrium geometry, with the ωB97M-V functional and the def2-TZVPD basis.

The calculation puts the relative energy (zero: lowest compared OMol25 entry of this formula, charge and spin) at 759.8 kJ/mol. As for the HOMO energy (spin up / spin down): -0.477 / -0.449 hartree. The charge is +1. Its expectation value of S² is 2.015. As for the spin multiplicity: 3.

Cartesian coordinates (Å):
Y  -0.057  -2.928  0.396
Ni  -1.540  0.203  1.772
P  0.483  -0.244  0.533
O  0.108  -1.088  1.761
O  -0.923  -0.928  0.388
O  0.805  -1.240  -0.549
O  -0.202  1.122  0.663
As  -3.353  -2.845  2.317
F  -3.028  -3.086  4.031
F  -3.984  -4.543  2.202
F  -3.653  -2.479  0.549
F  -2.643  -1.225  2.507
F  -1.671  -3.353  1.896
F  -4.954  -2.257  2.794
C  -0.794  0.972  -2.891
Cl  -2.215  0.198  -2.238
Cl  -1.165  2.336  -3.947
H  -0.162  1.327  -2.078
H  -0.202  0.186  -3.360
C  3.579  0.420  -2.381
Cl  3.026  1.664  -3.571
Cl  4.649  1.119  -1.139
H  2.736  -0.167  -2.019
H  4.231  -0.314  -2.855
C  2.244  3.309  0.920
Cl  2.047  3.252  2.715
Cl  1.368  4.744  0.434
H  3.308  3.459  0.736
H  1.961  2.387  0.413



Record 8
Computed, not measured: an isolated molecule of C5H11NO in a non-equilibrium geometry, with the ωB97M-V functional and the def2-TZVPD basis.

The calculation puts the relative energy (zero: lowest compared OMol25 entry of this formula, charge and spin) at 324.6 kJ/mol. The structure (SMILES) is C[C@H]1CN1CCO. As for the HOMO energy: -0.309 hartree.

Cartesian coordinates (Å):
C  -0.541  1.840  -0.957
C  -1.331  0.821  -0.090
C  -1.470  -0.792  -0.201
N  -0.613  -0.102  0.662
C  0.703  -0.247  1.182
C  1.726  -0.853  0.232
O  1.415  -2.197  -0.075
H  0.403  2.119  -0.453
H  -1.084  2.788  -1.078
H  -0.261  1.491  -1.955
H  -2.214  1.263  0.374
H  -1.255  -1.139  -1.219
H  -2.116  -1.513  0.348
H  1.013  0.743  1.533
H  0.608  -0.909  2.052
H  1.809  -0.240  -0.681
H  2.704  -0.865  0.724
H  0.504  -2.209  -0.397